Entry 1:
Density functional theory data (the ωB97M-V functional and the def2-TZVPD basis) for a structure of composition C15H14ErN2O5.

Positions of all 37 atoms, in Å:
1 Er 0.3868 -0.0855 0.1376
2 O -0.0165 3.4641 -0.3642
3 C 0.0922 2.3203 -0.2174
4 C 0.0592 -2.4633 -0.3399
5 O -0.0644 -3.6102 -0.4701
6 C 2.6624 0.0280 -0.6081
7 O 3.7499 0.0617 -1.0129
8 C -2.0264 -0.0417 -0.3744
9 O -3.1454 -0.0388 -0.6797
10 H 0.1521 0.3642 -2.5011
11 H 0.1477 -0.4244 -2.5145
12 C -0.3825 0.0987 6.8343
13 N -0.5853 0.0974 5.4088
14 N 0.4080 -0.1186 4.5142
15 C -0.1308 -0.0549 3.2689
16 O 0.6157 -0.1912 2.2029
17 C -1.5334 0.1686 3.4218
18 C -1.7622 0.2066 4.7794
19 C -3.0372 0.2770 5.5212
20 C 1.7840 -0.1826 4.8974
21 C 2.1664 -1.0084 5.9595
22 C 3.5049 -1.0633 6.3541
23 C 4.4658 -0.4005 5.5634
24 C 4.0824 0.4263 4.4883
25 C 2.7267 0.6121 4.2312
26 H -1.3155 0.4387 7.2806
27 H 0.4094 0.7905 7.1316
28 H -0.2067 -0.9128 7.2061
29 H -2.2681 0.2506 2.6240
30 H -3.2108 -0.6291 6.1218
31 H -3.1026 1.1463 6.1905
32 H -3.8809 0.3520 4.8173
33 H 1.4181 -1.5877 6.5071
34 H 3.7809 -1.6007 7.2754
35 H 5.5216 -0.4759 5.8336
36 H 4.8378 0.9451 3.8745
37 H 2.4054 1.3877 3.5320

Computed properties:
Multiplicity ... 4
HOMO-LUMO gap (spin up / spin down) ... 3.916 / 4.033 eV
Expectation value of S² ... 3.7534
Net charge ... +3
E_HOMO (spin up / spin down) ... -17.188 / -17.190 eV

=====

Entry 2:
Density functional theory data (the ωB97M-V functional and the def2-TZVPD basis) for a structure of composition C18H54CrO13S.

Positions of all 87 atoms, in Å:
1 Cr 7.1753 23.6137 15.3239
2 S 8.9172 24.7164 16.9736
3 O 9.6904 25.8972 16.6293
4 O 9.0907 23.6281 15.9633
5 O 9.2034 24.2049 18.3034
6 O 7.4473 24.9499 16.7826
7 C 13.3160 21.8878 18.6152
8 C 12.0106 22.5008 18.1747
9 O 10.9977 22.2164 19.1437
10 H 13.6314 22.3191 19.5683
11 H 14.0714 22.0215 17.8444
12 H 13.1441 20.8418 18.8784
13 H 11.6900 22.1046 17.1989
14 H 12.0484 23.5813 17.9969
15 H 10.3637 22.9424 19.0799
16 C 10.8415 25.8838 12.0055
17 C 10.9865 26.6122 13.3271
18 O 9.7348 26.5983 13.9993
19 H 10.1691 26.3758 11.3032
20 H 10.5006 24.8618 12.1802
21 H 11.8182 25.7981 11.5194
22 H 11.3495 27.6394 13.2285
23 H 11.7509 26.1029 13.9249
24 H 9.8678 26.3441 14.9274
25 C 6.4248 21.2966 20.7831
26 C 7.7642 21.8381 20.2968
27 O 7.6782 22.1229 18.9080
28 H 5.6261 21.9551 20.4475
29 H 6.4328 21.2238 21.8711
30 H 6.2807 20.2730 20.4288
31 H 8.5804 21.1586 20.5511
32 H 7.9634 22.7728 20.8331
33 H 8.3645 22.7894 18.6666
34 C 8.5559 20.2183 13.2506
35 C 8.3559 21.7341 13.1770
36 O 7.1312 22.0631 13.8958
37 H 8.9841 19.9296 14.2112
38 H 9.2946 19.9213 12.5047
39 H 7.6252 19.6765 13.0836
40 H 8.1923 21.9626 12.1237
41 H 9.1815 22.2750 13.6268
42 H 6.4109 21.5154 13.5719
43 C 5.8739 19.9113 16.7302
44 C 5.2472 21.2713 16.4823
45 O 6.2495 22.2851 16.7344
46 H 6.8141 19.8306 16.1809
47 H 5.1713 19.1171 16.4770
48 H 6.1761 19.7769 17.7702
49 H 4.4379 21.4604 17.1906
50 H 4.8845 21.4156 15.4655
51 H 6.6754 22.0805 17.6134
52 C 13.8839 26.2242 18.9700
53 C 12.4858 26.5083 18.4631
54 O 12.3658 26.0922 17.0968
55 H 14.5917 26.8183 18.3868
56 H 14.1365 25.1681 18.9377
57 H 13.9422 26.6399 19.9787
58 H 12.2537 27.5761 18.4947
59 H 11.7747 25.9207 19.0563
60 H 11.4162 26.0413 16.8983
61 C 4.5729 25.3443 20.6515
62 C 5.4928 24.8889 19.5373
63 O 5.5974 25.9305 18.5603
64 H 5.0228 26.1778 21.1940
65 H 4.4313 24.5266 21.3598
66 H 3.6173 25.7232 20.2873
67 H 5.1502 23.9601 19.0721
68 H 6.5052 24.8098 19.9514
69 H 6.2305 25.6244 17.8911
70 C 8.4823 27.6849 21.6118
71 C 8.8760 26.9941 20.3159
72 O 9.2150 25.6538 20.6439
73 H 8.4170 28.7645 21.4533
74 H 9.2392 27.5401 22.3824
75 H 7.5177 27.3281 21.9718
76 H 9.7108 27.5269 19.8479
77 H 8.0543 27.0465 19.5910
78 H 9.2592 25.1470 19.8174
79 C 7.3754 30.0333 17.2010
80 C 7.8752 28.6588 16.8211
81 O 9.2305 28.5486 17.2490
82 H 7.3848 30.1648 18.2837
83 H 6.3991 30.2616 16.7763
84 H 8.0889 30.7663 16.8151
85 H 7.8158 28.5348 15.7323
86 H 7.2815 27.8652 17.2881
87 H 9.4641 27.6143 17.1173

Computed properties:
Multiplicity ... 5
HOMO-LUMO gap (spin up / spin down) ... 7.885 / 7.856 eV
Expectation value of S² ... 6.0106
Net charge ... 0
Energy above the lowest of the compared OMol25 structures with the same formula, charge and spin ... 0.0 kcal per mole
E_HOMO (spin up / spin down) ... -9.122 / -9.122 eV

=====

Entry 3:
Density functional theory data (the ωB97M-V functional and the def2-TZVPD basis) for a structure of composition C2H4N2O.

Positions of all 9 atoms, in Å:
1 N -0.2462 0.8909 1.2327
2 C -0.9286 0.3920 0.2913
3 N -0.4450 -0.6493 -0.6135
4 C 0.9694 -0.5533 -0.6555
5 O 1.6647 -0.3210 0.3026
6 H -0.6202 1.7921 1.5265
7 H -1.8813 0.8271 -0.0507
8 H 0.1901 -1.6732 -0.3441
9 H 1.2972 -0.7055 -1.6892

Computed properties:
Multiplicity ... 1
HOMO-LUMO gap ... 10.011 eV
Net charge ... 0
Energy above the lowest of the compared OMol25 structures with the same formula, charge and spin ... 83.3 kcal per mole
E_HOMO ... -9.579 eV

=====

Entry 4:
Density functional theory data (the ωB97M-V functional and the def2-TZVPD basis) for the molecule C5H8OS.

Positions of all 15 atoms, in Å:
1 O 1.9149 -0.1471 -0.7509
2 C 0.9218 0.1034 0.3030
3 C 0.0094 1.3211 -0.1470
4 C -1.3809 0.6802 0.1736
5 S -2.7156 -0.0410 -0.2880
6 C -1.1012 -0.7224 -0.5310
7 C -0.0346 -1.3145 0.3286
8 H 2.8802 0.2297 -0.2381
9 H 1.5046 0.2227 1.2600
10 H 0.0468 1.7226 -1.1961
11 H 0.0807 2.2072 0.4061
12 H -1.3370 0.4019 1.2327
13 H -0.8966 -0.9878 -1.5828
14 H -0.3564 -1.5368 1.2553
15 H 0.4638 -2.1389 -0.2254

Computed properties:
Structure (SMILES) ... OC1C[C@H]2S[C@@H]2C1
Multiplicity ... 1
HOMO-LUMO gap ... 8.980 eV
Net charge ... 0
Energy above the lowest of the compared OMol25 structures with the same formula, charge and spin ... 120.8 kcal per mole
E_HOMO ... -8.405 eV

=====

Entry 5:
Density functional theory data (the ωB97M-V functional and the def2-TZVPD basis) for a structure of composition C38H42N7Pt.

Positions of all 88 atoms, in Å:
1 Pt -0.4396 -0.2371 -0.8899
2 C 4.2736 0.2136 3.9231
3 C 3.5539 -0.1495 2.6524
4 C 3.4523 -1.4736 2.2246
5 C 2.7339 -1.8171 1.0973
6 C 2.0976 -0.8495 0.3094
7 N 1.2988 -1.1752 -0.7792
8 C 1.6089 -2.2239 -1.6306
9 C 2.9395 -2.4452 -2.0212
10 C 3.2837 -3.3975 -2.9519
11 C 2.3090 -4.1690 -3.5862
12 C 2.6699 -5.1478 -4.6696
13 C 0.9969 -3.9731 -3.2046
14 C 0.6438 -3.0552 -2.2153
15 N -0.7330 -3.0411 -1.8019
16 C -1.6354 -4.0316 -1.9594
17 C -2.8036 -3.6649 -1.3305
18 C -2.5247 -2.4333 -0.7559
19 N -1.2850 -2.0595 -1.0569
20 C 2.2506 0.4814 0.7179
21 C 2.9345 0.8173 1.8801
22 N 1.7414 1.5525 -0.0817
23 C 2.3085 2.7596 -0.2685
24 C 1.4611 3.5169 -1.0464
25 C 0.3823 2.6768 -1.3191
26 N 0.5588 1.5006 -0.7276
27 H 5.0900 -0.4791 4.1232
28 H 3.5986 0.1789 4.7813
29 H 4.6902 1.2193 3.8702
30 H 3.9265 -2.2562 2.8052
31 H 2.6434 -2.8561 0.8069
32 H 3.7049 -1.8195 -1.5801
33 H 4.3255 -3.5240 -3.2211
34 H 3.6088 -5.6526 -4.4439
35 H 2.7929 -4.6408 -5.6288
36 H 1.8992 -5.9080 -4.7930
37 H 0.2286 -4.5539 -3.6979
38 H -1.3844 -4.9497 -2.4566
39 H -3.7059 -4.2440 -1.2541
40 H -3.1253 -1.7627 -0.1642
41 H 2.9820 1.8580 2.1789
42 H 3.2743 2.9812 0.1508
43 H 1.6158 4.5235 -1.3908
44 H -0.4975 2.8497 -1.9161
45 C -6.9056 2.3007 -2.4995
46 C -6.1888 2.5671 -1.1765
47 C -7.0354 1.9932 -0.0305
48 C -6.0332 4.0843 -0.9939
49 C -4.8076 1.9278 -1.1374
50 C -4.2721 1.1952 -2.1929
51 C -3.0112 0.6561 -2.0785
52 N -2.2830 0.7395 -0.9694
53 C -2.7721 1.4379 0.0730
54 C -4.0100 2.0495 0.0019
55 C -1.9422 1.4920 1.3098
56 C -1.5264 2.7098 1.8277
57 C -0.6974 2.7305 2.9463
58 C -0.3468 1.4923 3.4772
59 C -0.8273 0.3281 2.9009
60 N -1.6163 0.3110 1.8293
61 C -0.1533 4.0194 3.5505
62 C -0.7625 5.2590 2.8954
63 C 1.3675 4.0421 3.3357
64 C -0.4557 4.0599 5.0540
65 H -7.8863 2.7759 -2.4783
66 H -7.0614 1.2336 -2.6690
67 H -6.3587 2.7142 -3.3489
68 H -8.0304 2.4394 -0.0522
69 H -6.5977 2.2042 0.9456
70 H -7.1462 0.9118 -0.1282
71 H -7.0156 4.5579 -1.0126
72 H -5.4325 4.5164 -1.7961
73 H -5.5624 4.3323 -0.0418
74 H -4.8117 1.0544 -3.1171
75 H -2.5869 0.0396 -2.8597
76 H -4.3594 2.5946 0.8682
77 H -1.8377 3.6240 1.3413
78 H 0.3016 1.4183 4.3402
79 H -0.5650 -0.6380 3.3165
80 H -0.4971 5.3337 1.8386
81 H -0.3827 6.1534 3.3900
82 H -1.8508 5.2667 2.9834
83 H 1.6083 4.0146 2.2700
84 H 1.8434 3.1879 3.8212
85 H 1.7933 4.9520 3.7622
86 H -1.5291 3.9978 5.2409
87 H -0.0912 4.9976 5.4760
88 H 0.0306 3.2468 5.5930

Computed properties:
Multiplicity ... 1
HOMO-LUMO gap ... 7.128 eV
Net charge ... +1
E_HOMO ... -9.333 eV

=====

Entry 6:
Density functional theory data (the ωB97M-V functional and the def2-TZVPD basis) for a structure of composition C2H2N2O3.

Positions of all 9 atoms, in Å:
1 C 0.3305 0.1710 -0.0014
2 C -1.4416 -0.7757 -0.1630
3 H 1.6397 1.4494 -1.1659
4 H 1.8978 0.8117 0.6233
5 N 1.5717 0.5809 -0.4224
6 N 0.0916 0.1558 1.2451
7 O -0.9676 -0.9352 1.1942
8 O -2.6654 -0.9481 -0.4195
9 O -0.4567 -0.5098 -0.8904

Computed properties:
Multiplicity ... 1
HOMO-LUMO gap ... 10.780 eV
Net charge ... 0
Energy above the lowest of the compared OMol25 structures with the same formula, charge and spin ... 69.2 kcal per mole
E_HOMO ... -10.484 eV

=====

Entry 7:
Density functional theory data (the ωB97M-V functional and the def2-TZVPD basis) for the molecule C10H6N10O2.

Positions of all 28 atoms, in Å:
1 O -2.2503 4.5143 -1.3604
2 C -1.8317 3.4966 -1.8290
3 N -2.1830 2.9075 -3.0589
4 C -1.7960 1.5931 -3.0284
5 N -2.0207 0.6513 -3.8370
6 C -1.6248 -0.5551 -3.4699
7 N -1.1999 -0.9886 -2.2448
8 C -0.9702 0.0087 -1.3961
9 N -0.2576 -0.3004 -0.3171
10 N 0.2229 0.5840 0.5007
11 C 1.0753 0.1289 1.4723
12 N 1.8582 1.0091 2.1663
13 C 2.5385 0.5091 3.2463
14 N 2.6121 -0.7224 3.6648
15 C 1.9605 -1.5762 2.8607
16 N 1.9560 -2.9288 3.0130
17 C 1.3094 -3.5420 1.9634
18 O 1.4923 -4.7270 1.4994
19 N 0.7369 -2.4624 1.2592
20 C 1.1712 -1.2352 1.7579
21 C -1.3322 1.2880 -1.7034
22 N -1.3636 2.4833 -1.0818
23 H -2.9692 3.1922 -3.6196
24 H -1.7264 -1.2459 -4.3298
25 H 3.1117 1.2383 3.8332
26 H 2.4188 -3.4770 3.6692
27 H 0.1209 -2.5471 0.4433
28 H -1.0590 2.7036 -0.0735

Computed properties:
Structure (SMILES) ... O=c1[nH]c2ncnc(/N=N/c3ncnc4[nH]c(=O)[nH]c34)c2[nH]1
Multiplicity ... 1
HOMO-LUMO gap ... 6.697 eV
Net charge ... 0
Energy above the lowest of the compared OMol25 structures with the same formula, charge and spin ... 0.0 kcal per mole
E_HOMO ... -8.859 eV

=====

Entry 8:
Density functional theory data (the ωB97M-V functional and the def2-TZVPD basis) for a structure of composition C28H25BrN4O4S2Yb.

Positions of all 65 atoms, in Å:
1 Yb 0.4460 0.1854 -0.2123
2 C -2.4118 1.7762 -0.8338
3 N -2.6291 0.4252 -0.2643
4 C -3.1367 0.2770 1.1230
5 C -2.0270 0.3750 2.1566
6 N -1.0489 -0.7404 2.0436
7 C 0.0619 -0.7104 3.0223
8 C -1.5906 -2.0211 1.7870
9 C -2.7552 -2.5139 2.3687
10 C -3.1921 -3.8093 2.1647
11 C -2.4899 -4.6893 1.3521
12 C -1.3495 -4.2010 0.7187
13 C -0.7823 -2.9079 0.9816
14 S 0.6984 -2.5183 0.2504
15 C -2.9684 -0.5669 -1.1521
16 C -4.1078 -1.3523 -0.9255
17 C -4.2589 -2.5992 -1.4776
18 C -3.3189 -3.0540 -2.4253
19 C -2.3140 -2.2246 -2.8462
20 C -2.0897 -0.9533 -2.2642
21 S -0.7572 -0.1764 -2.9459
22 H -3.2317 2.4101 -0.5419
23 H -2.3181 1.6854 -1.9035
24 H -1.5175 2.2746 -0.4950
25 H -3.6448 -0.6897 1.2210
26 H -3.9121 1.0326 1.3039
27 H -2.4776 0.4623 3.1566
28 H -1.4606 1.2519 1.9247
29 H -0.1447 -1.3734 3.8822
30 H 0.2486 0.3370 3.3235
31 H 1.0003 -1.0481 2.5811
32 H -3.2922 -1.8999 3.0620
33 H -4.0571 -4.1047 2.7975
34 H -2.8773 -5.7184 1.0893
35 H -0.7882 -4.8843 0.0651
36 H -4.8897 -0.9942 -0.2730
37 H -5.0489 -3.2495 -1.1030
38 H -3.3883 -4.0780 -2.8651
39 H -1.6239 -2.5022 -3.6205
40 O 7.3637 -1.2084 -1.5731
41 C 6.9842 -0.1016 -1.1210
42 O 7.5782 0.9471 -0.7452
43 C 5.5250 -0.1249 -0.9265
44 C 4.7200 -0.8824 -1.7945
45 C 3.3593 -0.9119 -1.6491
46 N 2.7052 -0.1737 -0.7811
47 C 3.4248 0.5784 0.1039
48 C 4.8369 0.6388 0.0358
49 C 2.7003 1.4616 1.1018
50 O 3.3450 2.4365 1.5042
51 O 1.4889 1.1205 1.4410
52 H 5.2177 -1.3808 -2.6146
53 H 2.7654 -1.5691 -2.2555
54 H 5.2389 1.3754 0.7259
55 Br 1.1341 2.6221 -3.3029
56 C 1.3860 3.6792 -1.7281
57 C 2.1625 4.8855 -1.8153
58 C 2.2275 5.7068 -0.7201
59 C 1.6748 5.2911 0.4928
60 C 1.0068 4.0660 0.5403
61 N 0.7961 3.3428 -0.5972
62 H 2.7426 5.1133 -2.6908
63 H 2.7660 6.6519 -0.7695
64 H 1.7028 5.8563 1.4335
65 H 0.5928 3.6673 1.4795

Computed properties:
Multiplicity ... 2
HOMO-LUMO gap (spin up / spin down) ... 6.867 / 6.198 eV
Expectation value of S² ... 0.7508
Net charge ... -1
Energy above the lowest of the compared OMol25 structures with the same formula, charge and spin ... 9.3 kcal per mole
E_HOMO (spin up / spin down) ... -4.904 / -4.903 eV